(1)
Entry from OMol25: a structure of composition C35H28BF3N2O2RuS2 (the ωB97M-V functional and the def2-TZVPD basis).

Its total charge is +2. The LUMO energy (alpha / beta) comes out at -0.23701 / -0.31658 hartree. The relative energy (zero: lowest compared OMol25 entry of this formula, charge and spin) comes out at 0.181 eV. The total energy comes out at -2825.7035 Eh. The expectation value of S² is 6.07. As for the multiplicity: 5.

CARTESIAN COORDINATES (ANGSTROEM)
Ru 0.317 0.073 0.571
S -4.240 3.476 -1.251
C -5.213 4.810 -1.643
C -4.493 5.968 -1.724
C -3.126 5.771 -1.462
C -2.807 4.462 -1.179
C -1.508 3.900 -0.875
C -1.348 2.516 -0.647
N -0.181 1.953 -0.389
C 0.947 2.713 -0.329
C 0.886 4.104 -0.508
C 2.093 4.868 -0.381
C 3.270 4.275 -0.086
C 3.363 2.853 0.074
C 4.556 2.190 0.382
C 4.601 0.805 0.512
C 3.396 0.111 0.277
N 2.253 0.720 -0.001
C 2.202 2.080 -0.077
C 5.808 0.083 0.857
C 5.944 -1.248 1.185
C 7.266 -1.611 1.500
C 8.127 -0.553 1.418
S 7.348 0.880 0.957
C -0.358 4.678 -0.786
H -6.272 4.677 -1.796
H -4.936 6.922 -1.970
H -2.405 6.576 -1.484
H -2.203 1.852 -0.684
H 2.035 5.940 -0.521
H 4.170 4.865 0.028
H 5.457 2.775 0.527
H 3.370 -0.971 0.272
H 5.121 -1.949 1.203
H 7.574 -2.606 1.783
H 9.190 -0.556 1.599
H -0.415 5.748 -0.933
F -1.700 0.205 9.704
C -2.147 1.162 8.886
F -3.467 1.292 9.070
F -1.568 2.322 9.238
C -1.837 0.855 7.440
C -1.166 -0.310 7.090
C -0.856 -0.543 5.767
C -1.230 0.397 4.789
C -1.932 1.561 5.155
C -2.229 1.786 6.479
C -0.876 0.181 3.451
C -0.561 -0.001 2.264
H -0.887 -1.022 7.853
H -0.332 -1.441 5.471
H -2.227 2.270 4.394
H -2.761 2.679 6.780
C 2.025 -4.385 0.981
C 1.062 -3.833 -0.061
C 1.501 -4.222 -1.458
O 1.143 -2.352 0.052
B 0.012 -1.958 0.694
O -0.897 -2.886 0.949
C -0.459 -4.120 0.264
C -0.703 -5.280 1.208
C -1.331 -4.245 -0.976
H 3.036 -4.055 0.745
H 2.014 -5.474 0.976
H 1.764 -4.028 1.978
H 2.568 -4.038 -1.573
H 0.971 -3.655 -2.221
H 1.320 -5.284 -1.620
H -0.207 -5.136 2.166
H -0.358 -6.213 0.761
H -1.773 -5.364 1.391
H -1.171 -3.410 -1.659
H -2.376 -4.240 -0.669
H -1.130 -5.179 -1.498

---

(2)
Entry from OMol25: a structure of composition C35H28BrI2MoN7O (the ωB97M-V functional and the def2-TZVPD basis).

Its total charge is +2. The LUMO energy (alpha / beta) comes out at -0.24960 / -0.28925 hartree. The relative energy (zero: lowest compared OMol25 entry of this formula, charge and spin) comes out at 0.995 eV. The total energy comes out at -5046.2258 Eh. The expectation value of S² is 2.17. As for the multiplicity: 3.

CARTESIAN COORDINATES (ANGSTROEM)
Mo 0.289 0.222 0.086
C -3.612 -2.545 2.920
C -2.668 -1.928 3.729
C -1.905 -0.882 3.239
C -2.064 -0.449 1.918
C -3.020 -1.069 1.119
C -3.794 -2.101 1.620
N -1.218 0.574 1.417
C -1.324 1.800 1.991
C -2.369 2.297 2.782
C -2.326 3.613 3.197
C -1.253 4.455 2.874
C -0.192 3.985 2.137
C -0.222 2.650 1.705
N 0.755 1.974 1.053
N 1.916 2.562 0.892
C 2.839 1.689 0.503
C 4.191 2.046 0.322
C 5.112 1.049 0.143
C 4.684 -0.288 0.184
C 3.344 -0.564 0.281
N 2.398 0.395 0.374
H -4.220 -3.348 3.308
H -2.536 -2.256 4.750
H -1.178 -0.390 3.871
H -3.199 -0.705 0.120
H -4.549 -2.551 0.992
H -3.209 1.669 3.041
H -3.149 4.010 3.772
H -1.273 5.480 3.203
H 0.657 4.598 1.883
H 4.461 3.089 0.342
H 6.154 1.279 -0.001
H 5.396 -1.095 0.123
H 2.993 -1.591 0.315
I -3.300 -3.508 -5.868
C -2.453 -2.370 -4.312
C -3.151 -1.299 -3.760
C -2.603 -0.616 -2.699
I -3.425 1.188 -1.966
C -1.388 -1.032 -2.114
O -0.954 -0.526 -1.002
C -0.618 -2.001 -2.799
C 0.818 -2.189 -2.379
N 1.419 -0.907 -1.956
C 1.499 0.041 -3.076
C 1.185 1.466 -2.699
C 1.588 2.485 -3.558
C 1.232 3.795 -3.285
C 0.387 4.029 -2.207
C -0.004 2.960 -1.425
N 0.434 1.705 -1.612
C -1.163 -2.666 -3.876
H -4.106 -1.007 -4.163
H 0.898 -2.897 -1.548
H 1.370 -2.612 -3.229
H 2.374 -1.109 -1.664
H 2.478 -0.003 -3.570
H 0.750 -0.252 -3.825
H 2.174 2.252 -4.434
H 1.563 4.602 -3.921
H 0.029 5.021 -1.980
H -0.712 3.112 -0.617
H -0.589 -3.425 -4.381
Br 1.427 -5.432 3.627
C 1.002 -3.844 2.711
C 1.523 -2.612 3.114
C 1.233 -1.487 2.377
N 0.481 -1.500 1.259
C -0.085 -2.679 0.931
C 0.141 -3.854 1.612
H 2.146 -2.547 3.993
H 1.609 -0.519 2.696
H -0.779 -2.668 0.099
H -0.342 -4.767 1.299

---

(3)
Entry from OMol25: a structure of composition C35H28N4O4PS2Sr (the ωB97M-V functional and the def2-TZVPD basis).

Its total charge is -1. The LUMO energy comes out at 0.08890 hartree. The relative energy (zero: lowest compared OMol25 entry of this formula, charge and spin) comes out at 1.263 eV. The total energy comes out at -3039.1791 Eh. As for the multiplicity: 1.

CARTESIAN COORDINATES (ANGSTROEM)
Sr 0.054 -0.035 -1.354
N 5.568 -1.592 -6.516
C 4.906 -1.085 -5.393
C 5.564 -0.241 -4.506
C 4.893 0.310 -3.422
C 3.554 0.015 -3.214
C 2.886 -0.837 -4.097
C 3.557 -1.380 -5.171
S 2.750 0.737 -1.840
O 2.277 -0.419 -1.035
O 3.713 1.589 -1.198
N 1.465 1.447 -2.390
C 1.146 2.826 -2.125
N 1.998 3.790 -2.438
C 1.577 5.028 -2.168
C 0.341 5.306 -1.617
C -0.470 4.223 -1.341
N -0.081 2.972 -1.587
H 6.569 -1.649 -6.428
H 5.172 -2.424 -6.920
H 6.612 -0.007 -4.664
H 5.409 0.972 -2.740
H 1.846 -1.107 -3.953
H 3.032 -2.048 -5.845
H 2.262 5.834 -2.407
H 0.021 6.318 -1.417
H -1.454 4.350 -0.904
O -4.281 0.002 -1.366
C -3.262 -0.700 -1.337
O -2.078 -0.224 -1.311
C -3.394 -2.217 -1.276
C -4.723 -2.661 -1.316
C -5.067 -3.997 -1.258
C -4.039 -4.930 -1.155
C -2.726 -4.515 -1.114
C -2.329 -3.158 -1.170
S -0.569 -2.905 -1.083
H -5.482 -1.893 -1.394
H -6.107 -4.304 -1.292
H -4.263 -5.991 -1.108
H -1.933 -5.250 -1.032
C -0.746 4.632 3.180
C 0.384 4.082 2.579
C 0.389 2.749 2.200
C -0.724 1.934 2.430
C -1.849 2.493 3.023
C -1.860 3.837 3.396
P -0.645 0.222 1.773
C -2.097 -0.630 2.444
C -2.058 -1.508 3.524
C -3.214 -2.163 3.933
C -4.414 -1.950 3.263
C -4.459 -1.078 2.184
C -3.305 -0.422 1.776
C 0.739 -0.497 2.746
C 1.318 -1.653 2.222
C 2.373 -2.275 2.880
C 2.867 -1.741 4.062
C 2.294 -0.590 4.594
C 1.233 0.024 3.940
H -0.753 5.676 3.473
H 1.260 4.692 2.395
H 1.271 2.338 1.716
H -2.727 1.881 3.199
H -2.749 4.254 3.854
H -1.126 -1.700 4.040
H -3.171 -2.855 4.766
H -5.310 -2.478 3.572
H -5.377 -0.924 1.629
H -3.360 0.227 0.908
H 0.931 -2.085 1.301
H 2.809 -3.170 2.454
H 3.699 -2.218 4.567
H 2.673 -0.171 5.519
H 0.787 0.917 4.363